C8H7N3 | ωB97M-V/def2-TZVPD

Calculated values
E_tot, eV: -12875.1492
Maximum force, eV/A: 7.663
Energy above the lowest of the compared OMol25 structures with the same formula, charge and spin, kcal per mole: 110.5
SMILES string: Cc1nnc2ccccc2n1

XYZ file:
```
18
Properties=species:S:1:pos:R:3:forces:R:3
C -1.8235 -0.7526 2.9357 3.1 -1.0 0.6
C -1.2372 -0.5383 1.5307 3.2 6.6 2.3
N -1.2192 -1.5355 0.7889 -2.0 -6.2 -1.5
N -0.4812 -1.7333 -0.2123 0.3 -1.8 -1.6
C 0.3069 -0.7905 -0.6701 -0.5 5.7 0.4
C 1.0511 -0.8477 -1.8290 1.2 1.4 -1.0
C 1.5278 0.3615 -2.4074 1.9 0.2 -3.4
C 1.3306 1.6812 -2.0250 -2.9 -0.8 4.6
C 0.8057 1.7197 -0.6368 0.5 -0.4 -3.8
C 0.1708 0.5728 -0.0889 -0.6 -2.1 2.7
N -0.5183 0.5819 1.1562 -0.2 0.1 -0.6
H -1.7745 0.1246 3.6071 -0.1 -0.4 -0.6
H -1.1677 -1.6606 3.4467 -1.5 2.4 -1.3
H -2.7838 -1.1619 2.8193 -1.4 -0.3 0.1
H 1.1053 -1.8494 -2.1674 0.8 -0.6 -1.2
H 2.2724 0.7245 -3.3060 -1.6 -3.3 1.1
H 1.4177 2.4971 -2.8034 0.4 -0.7 1.8
H 1.0172 2.6065 -0.1382 -0.7 1.5 1.4
```
Positions in Å, forces in eV/Å.